(1)
Formula: C4H9N4O
Source: OMol25
Level of theory: ωB97M-V/def2-TZVPD

XYZ file:
```
18
Properties=species:S:1:pos:R:3:forces:R:3
C 0.711860 -2.205965 -0.914791 1.6 -0.6 -0.5
C 2.327106 1.272115 0.305271 -1.6 0.6 -0.5
C 1.420025 -3.176915 -0.329779 0.9 -2.1 -1.6
C -0.181565 -0.217652 0.397889 -0.5 -0.6 0.2
N 0.106405 -1.175161 -0.188528 0.2 -1.0 -0.8
N 1.586721 1.291423 -0.662303 1.1 -1.3 -3.0
N -0.722573 0.735596 0.998584 0.5 1.1 1.4
N -2.740523 1.912892 0.199465 -0.2 5.3 1.5
O 2.677328 1.420950 1.383926 1.4 -0.2 1.4
H 0.798151 -2.173064 -2.034702 -0.7 0.6 1.3
H 1.519456 -3.465776 0.717319 -0.3 0.7 -0.1
H 1.982744 -3.951574 -1.028402 -1.4 1.9 1.4
H 1.817120 0.739835 -1.543618 -0.3 1.2 1.7
H -0.466571 0.949088 1.978188 0.0 -0.4 -0.9
H -1.592778 1.514825 0.461619 -0.7 -1.4 0.8
H -3.199030 2.615337 0.938309 1.5 -2.0 -1.7
H -3.498582 1.378319 -0.087819 -1.4 -1.9 -0.6
H -2.545290 2.535723 -0.590636 -0.2 0.0 0.0
```
Positions in Å, forces in eV/Å.

Properties
HOMO in Eh: -0.482
Relative energy (zero: lowest compared OMol25 entry of this formula, charge and spin) in kJ/mol: 257.6
Strongest force on any atom in eV Å⁻¹: 5.461
Net charge: +1
Gap between HOMO and LUMO in eV: 10.0
LUMO in eV: -3.114

(2)
Formula: C4H9N4O
Source: OMol25
Level of theory: ωB97M-V/def2-TZVPD

XYZ file:
```
18
Properties=species:S:1:pos:R:3:forces:R:3
C -0.149758 -0.756328 -0.131932 -3.8 -2.4 1.0
C 2.065925 -1.265443 -0.700933 4.2 -1.4 -1.4
C 1.563962 0.481794 1.035061 0.2 1.5 0.3
C 1.104638 -0.210118 -0.306264 1.2 2.1 1.9
N -1.015889 -1.523827 0.145706 1.5 1.8 -0.7
N -2.941599 -0.274512 0.202460 -2.6 3.0 -0.2
N -2.300950 0.749360 -0.017382 3.6 -4.3 -0.2
N -2.870803 1.877443 -0.158420 -4.3 1.6 -0.5
O -2.369259 -1.498067 0.308199 1.4 -0.7 0.1
H 3.082062 -1.158153 -0.127195 -2.1 -0.2 -0.7
H 2.443177 -1.162768 -1.746013 -0.7 0.0 0.5
H 1.778713 -2.328685 -0.617404 -0.3 0.7 0.2
H 2.710817 0.471199 1.016813 -1.9 0.1 0.3
H 1.128504 -0.093665 1.868315 0.7 0.5 0.0
H 1.182805 1.600593 1.053357 0.8 -2.4 0.2
H 0.963285 0.704938 -0.840319 0.3 0.0 -1.8
H -2.445494 2.625693 -0.721013 0.2 -1.0 0.6
H -3.930144 1.760538 -0.263042 1.8 0.8 0.2
```
Positions in Å, forces in eV/Å.

Properties
HOMO in Eh: -0.526
Relative energy (zero: lowest compared OMol25 entry of this formula, charge and spin) in kJ/mol: 768.0
Strongest force on any atom in eV Å⁻¹: 5.559
Net charge: +1
SMILES: CC(C)C#[N+]O/N=N/N
Gap between HOMO and LUMO in eV: 9.0
LUMO in eV: -5.311

- The lowest strongest force on any atom belongs to which entry?
  number 1

- Which formula does entry 1 have?
  C4H9N4O